Molecular formula: C7H14
Method: DFT, the ωB97M-V functional and the def2-TZVPD basis

Each line ends with the natural charge from an NBO analysis.
CARTESIAN COORDINATES (ANGSTROEM)
H -1.1028 -0.3640 -1.9226  0.2230
H -1.7042 -1.9521 -0.0196  0.2128
C 0.0356 0.4404 -0.1732  -0.1685
H -1.3003 1.4436 -1.6661  0.2296
H 2.7572 -0.0655 0.5258  0.2153
H 1.9825 0.5773 -1.6416  -0.0125
H 1.9162 1.3136 -1.4423  -0.0054
H 2.4653 -1.8054 0.7275  0.2189
H 1.3767 1.8156 0.8698  0.1975
H 1.6698 -0.6100 1.7903  0.2093
H -3.1520 -1.1253 0.5922  0.2190
C 0.8215 -0.7362 -0.1674  -0.1583
H -1.7342 -1.3240 1.6396  0.2203
C 0.4616 1.7081 0.2995  -0.4239
C -1.5639 0.2048 0.1265  -0.1146
C -2.0551 -1.1333 0.6116  -0.6167
H -0.2182 2.5540 0.2794  0.1853
C 1.9882 -0.8214 0.7506  -0.6702
H 0.4451 -1.6355 -0.6438  0.1910
H -1.9512 1.0483 0.6879  0.2234
C -1.1380 0.4670 -1.2241  -0.3751

Values from the calculation:
Kohn-Sham gap (alpha / beta): 7.4 / 7.6 eV
charge: 0

***

Molecular formula: C7H14
Method: DFT, the ωB97M-V functional and the def2-TZVPD basis

Each line ends with the natural charge from an NBO analysis.
CARTESIAN COORDINATES (ANGSTROEM)
H 0.4669 0.6869 -1.6160  0.2209
H -0.6378 2.0486 -1.8968  0.2101
H -1.3135 -0.4433 -0.2465  0.2155
H 2.4107 -0.3231 1.3897  0.1981
C -0.2899 -2.2695 0.3082  -0.4407
C 0.2516 1.9930 0.0651  -0.1580
H 1.1224 2.3031 -1.8831  0.2174
H -0.1960 -3.3001 -0.0573  0.2060
C -0.7968 2.4692 0.7304  -0.4192
C 1.4389 -0.8094 1.3782  -0.4077
H 1.1492 1.7243 0.6194  0.1966
H 0.7639 -0.5756 2.2011  0.1927
H -0.8314 -1.4392 -1.6352  0.1993
C 1.0687 -1.6293 0.3990  -0.1698
C 0.2988 1.7520 -1.4141  -0.6536
H -2.2228 -1.9155 -0.6484  0.2094
C -1.2221 -1.4731 -0.6109  -0.6010
H -0.7752 2.5922 1.8107  0.1981
H -0.7312 -2.3262 1.3113  0.2037
H 1.7590 -1.8221 -0.4251  0.1935
H -1.7135 2.7570 0.2201  0.1887

Values from the calculation:
Kohn-Sham gap: 10.6 eV
charge: 0
SMILES string: C=CCC.C=CC

***

Molecular formula: C7H14
Method: DFT, the ωB97M-V functional and the def2-TZVPD basis

Each line ends with the natural charge from an NBO analysis.
CARTESIAN COORDINATES (ANGSTROEM)
C 0.0552 0.4858 -0.3785  0.0279
H 2.5435 0.2420 1.0601  0.2037
C -1.1376 0.4063 -1.2306  -0.4323
C -1.9942 -1.2092 0.5353  -0.6367
H -3.0500 -1.3596 0.2637  0.2224
C 1.0702 -0.6162 -0.3224  -0.4190
H 1.3213 -0.7696 1.8463  0.2056
H -1.1619 -0.5066 -1.8303  0.2152
H 1.7104 -0.4981 -1.2044  0.2078
H 2.6179 -1.5146 0.9005  0.2146
H -0.8386 0.6657 0.8960  0.2808
H -0.2298 2.6410 -0.1059  0.2287
H 1.3280 2.0777 0.5312  0.2109
H -1.4319 -1.9893 -0.0006  0.1826
H -1.4246 1.2909 -1.7932  0.2058
C 1.9335 -0.6603 0.9427  -0.6077
H -1.9208 -1.3955 1.6100  0.2117
H 1.0555 2.1595 -1.2172  0.2203
C -1.5775 0.2055 0.1864  -0.3230
H 0.5500 -1.5723 -0.4351  0.2115
C 0.5811 1.9169 -0.2542  -0.6309

Values from the calculation:
Kohn-Sham gap: 8.7 eV
charge: 0
SMILES string: CC[C@@]1(C)C[C@H]1C

***

Molecular formula: C7H14
Method: DFT, the ωB97M-V functional and the def2-TZVPD basis

Each line ends with the natural charge from an NBO analysis.
CARTESIAN COORDINATES (ANGSTROEM)
H -1.6729 0.9838 1.4174  0.2046
H 0.9705 0.0677 -2.7477  0.2089
H 2.1875 -0.9305 -1.4044  0.1973
C -1.4285 -0.0152 1.0598  -0.4063
H 1.3483 1.9850 -0.5200  0.2200
H 0.3245 -1.0143 1.6940  0.2069
C 1.7182 -0.9759 -0.4306  -0.4435
C -2.0566 -1.2221 1.7720  -0.6084
H 0.4744 0.7395 1.8280  0.2085
H -0.3705 1.6323 -0.8486  0.2138
C 0.1192 -0.0716 1.1777  -0.4381
H -3.1267 -1.4261 1.6335  0.2103
H -1.5649 -2.1171 1.3900  0.2038
C 0.6447 1.2583 -0.9415  -0.4538
H 1.6857 -1.8673 0.1767  0.2003
H -1.8506 -0.1306 0.0535  0.2030
C 1.0902 1.0976 -2.4169  -0.6103
H -1.9991 -1.1460 2.8625  0.2025
H 0.5176 1.7611 -3.0678  0.2121
H 2.1299 1.3803 -2.5818  0.2073
C 0.8590 0.0110 -0.1058  0.0613

Values from the calculation:
Kohn-Sham gap: 10.2 eV
charge: 0
SMILES string: C=C(CC)CCC

***

Molecular formula: C7H14
Method: DFT, the ωB97M-V functional and the def2-TZVPD basis

Each line ends with the natural charge from an NBO analysis.
CARTESIAN COORDINATES (ANGSTROEM)
H -0.5803 1.5888 0.3948  0.1933
H -0.7099 1.9032 -1.3525  0.2042
H 3.0226 0.4571 -0.0223  0.2084
H 1.4639 -1.2933 1.5299  0.2140
C 2.1338 1.0967 0.0368  -0.6130
H 1.2228 0.3991 -1.7794  0.1981
C -0.4283 1.1558 -0.6027  -0.4012
H 0.0704 -0.2505 1.8393  0.2020
C -1.0568 -0.2499 -0.7126  -0.2055
H 2.3986 2.0737 -0.3844  0.2122
H -1.1866 -0.4777 -1.7782  0.1986
C 0.9608 0.4951 -0.7178  -0.2047
C 0.4232 -1.1015 1.2436  -0.6243
H -0.1679 -1.9769 1.5364  0.2125
C 0.3124 -0.8408 -0.2536  -0.2043
H -2.8981 -1.3891 -0.4344  0.2096
H 0.6455 -1.7323 -0.7993  0.1975
H -2.1620 -0.8468 1.0779  0.2066
C -2.3487 -0.5656 0.0357  -0.6176
H -3.0123 0.3072 0.0464  0.2107
H 1.8970 1.2476 1.0964  0.2028

Values from the calculation:
Kohn-Sham gap: 11.4 eV
charge: 0
SMILES string: C[C@@H]1[C@H](C)C[C@@H]1C

***

Molecular formula: C7H14
Method: DFT, the ωB97M-V functional and the def2-TZVPD basis

Each line ends with the natural charge from an NBO analysis.
CARTESIAN COORDINATES (ANGSTROEM)
C 1.5983 -1.3096 -0.5270  -0.4247
C -1.1018 -0.0426 -1.1769  -0.6106
C -0.6159 1.6571 0.5824  -0.5992
H -2.1390 0.3135 -1.1964  0.2124
C 0.9509 -0.2590 0.3305  -0.2171
H -1.2514 -1.7290 0.9804  0.2098
C 2.0089 0.1349 -0.6566  -0.4263
C -0.5120 0.1691 0.2206  -0.0560
H -0.1770 1.8598 1.5670  0.2068
H -1.1122 -1.1029 -1.4526  0.2082
C -1.3206 -0.6622 1.2231  -0.5982
H 1.0233 -1.7443 -1.3411  0.2127
H 2.9723 0.4405 -0.2606  0.2142
H 1.7163 0.6666 -1.5587  0.2100
H -1.6653 1.9762 0.6081  0.2048
H -0.9414 -0.5225 2.2427  0.2056
H -2.3792 -0.3750 1.2132  0.2054
H 2.2919 -2.0062 -0.0635  0.2145
H -0.5493 0.5095 -1.9463  0.2071
H 1.2927 -0.2510 1.3646  0.2116
H -0.0893 2.2772 -0.1530  0.2091

Values from the calculation:
Kohn-Sham gap: 11.1 eV
charge: 0
SMILES string: CC(C)(C)C1CC1

***

Molecular formula: C7H14
Method: DFT, the ωB97M-V functional and the def2-TZVPD basis

Each line ends with the natural charge from an NBO analysis.
CARTESIAN COORDINATES (ANGSTROEM)
C -1.7090 -1.0716 0.7281  -0.6077
H -1.2233 -1.9062 0.2117  0.2041
H 1.9155 -0.3152 -1.1275  0.2057
C -1.2999 0.2590 0.1352  -0.2245
H 1.2121 -1.8250 1.3738  0.2080
C 0.0716 0.5034 -0.4479  -0.0476
H 1.3084 2.1216 -1.1484  0.2061
H 1.4470 -0.1038 1.6510  0.2055
C -1.1271 0.4036 -1.3530  -0.4201
H 0.6760 -1.5260 -0.8832  0.2042
C 1.6612 -0.9185 0.9530  -0.6158
C 0.6818 1.8820 -0.2801  -0.5960
H -1.2307 -0.4959 -1.9565  0.2089
C 1.1036 -0.6140 -0.4503  -0.3970
H -1.4438 -1.1391 1.7904  0.2093
H -2.7919 -1.2192 0.6390  0.2118
H 1.3147 1.9427 0.6143  0.2066
H -1.4818 1.3092 -1.8396  0.2124
H 2.7453 -1.0623 0.9459  0.2097
H -0.0884 2.6572 -0.1969  0.2083
H -1.7413 1.1182 0.6410  0.2081

Values from the calculation:
Kohn-Sham gap: 10.8 eV
charge: 0
SMILES string: CC[C@@]1(C)C[C@H]1C

***

Molecular formula: C7H14
Method: DFT, the ωB97M-V functional and the def2-TZVPD basis

Each line ends with the natural charge from an NBO analysis.
CARTESIAN COORDINATES (ANGSTROEM)
C 1.4874 -1.8707 0.1923  -0.6542
C -1.7718 -0.4722 1.1094  -0.4326
H 2.1413 -2.4898 0.8188  0.2180
H 0.4584 -2.0296 0.5370  0.2261
H -0.0678 2.1011 0.1793  0.2184
H -2.1951 0.7267 -1.7957  0.2160
C -1.0548 1.8505 0.5876  -0.6473
H -0.4541 0.4386 -1.7061  0.2216
C -1.4363 0.4464 0.2020  0.0437
C -1.4202 0.1509 -1.2738  -0.6506
C 1.8520 -0.4196 0.2981  -0.1565
H -1.5874 -0.9110 -1.4775  0.2140
H -1.7860 -0.2455 2.1732  0.1950
H -1.0222 1.9791 1.6739  0.2139
H -2.0523 -1.4826 0.8188  0.1932
H 2.5594 1.3726 -0.5732  0.1983
H 1.5661 -2.2245 -0.8410  0.2082
H -1.7671 2.5772 0.1764  0.2150
C 2.3036 0.3246 -0.7070  -0.4252
H 2.4389 -0.0922 -1.7037  0.1895
H 1.7292 0.0355 1.2817  0.1955

Values from the calculation:
Kohn-Sham gap: 10.3 eV
charge: 0
SMILES string: C=C(C)C.C=CC

***

ΔE to the lowest compared entry with this formula, charge and spin values (in kJ/mol) by entry order: 506.0; 158.8; 300.7; 117.1; 64.5; 70.2; 75.7; 135.9.